Formula: C18H29N2O2P2PdS
Source: OMol25
Level of theory: wB97M-V/def2-TZVPD

```
55
Properties=species:S:1:pos:R:3:nbo_charge:R:1
C -0.941 3.948 -1.346 -0.172
C -1.126 2.652 -0.792 0.124
N -0.179 2.198 0.116 -0.516
C 0.832 2.969 0.535 0.248
C 1.042 4.236 -0.016 -0.212
C 0.147 4.716 -0.975 -0.158
C -2.220 1.832 -1.114 -0.434
P -2.344 0.262 -0.328 0.978
Pd -0.285 0.101 0.770 0.508
P 2.102 0.632 1.190 0.978
C 1.792 2.395 1.592 -0.767
C -0.341 -2.000 0.907 -0.285
C -1.415 -2.653 1.477 -0.306
C -1.401 -4.062 1.518 -0.180
C -0.311 -4.782 1.020 -0.233
C 0.777 -4.104 0.458 -0.214
C 0.739 -2.693 0.383 -0.238
O -1.091 0.506 -4.922 -0.951
O 2.769 -2.643 -4.412 -0.927
H -1.688 4.272 -2.066 0.235
H 1.925 4.789 0.308 0.236
H 0.309 5.700 -1.403 0.243
C -3.731 0.265 0.839 -0.939
C -2.681 -0.947 -1.627 -0.954
H 2.741 2.950 1.589 0.249
H 1.328 2.423 2.592 0.263
H -1.418 0.144 -5.754 0.479
H -2.949 2.175 -1.850 0.237
C 2.676 -0.223 2.668 -0.954
C 3.587 0.777 0.147 -0.953
H -2.251 -2.104 1.909 0.196
H -2.244 -4.599 1.953 0.217
H -0.317 -5.876 1.054 0.225
H 1.630 -4.681 0.091 0.221
H 1.525 -2.113 -0.091 0.172
H 0.218 -0.423 -0.712 0.037
H 1.853 -2.462 -4.159 0.466
H 3.288 -2.116 -3.818 0.461
H -0.445 1.174 -5.216 0.474
H 0.934 -0.073 -0.547 0.054
H -4.612 0.648 0.305 0.243
H -3.920 -0.757 1.192 0.264
H -3.496 0.901 1.705 0.247
H -3.722 -0.807 -1.959 0.243
H -1.998 -0.766 -2.471 0.271
H -2.542 -1.961 -1.226 0.274
H 4.398 1.188 0.768 0.243
H 3.881 -0.221 -0.203 0.256
H 3.427 1.443 -0.713 0.251
H 3.693 0.122 2.908 0.242
H 1.979 -0.046 3.498 0.255
H 2.685 -1.295 2.423 0.274
S -1.043 0.917 3.143 0.241
C -0.854 -0.468 4.018 -0.039
N -0.708 -1.460 4.645 -0.173
```

The calculation puts the LUMO energy (alpha / beta) at -2.717 / -6.652 eV. The calculation puts the largest force on an atom at 0.0372 Eh/bohr. As for the relative energy (zero: lowest compared OMol25 entry of this formula, charge and spin): 4.8 kcal/mol. The spin multiplicity is 5. The charge is +1. The molar mass is 505.9 g mol⁻¹.